# 1
The following is a quantum chemistry calculation of a structure of composition N5O15V, from the Open Molecules 2025 dataset.

Geometry as XYZ:
```
21
Properties=species:S:1:pos:R:3:lowdin_charge:R:1
V -0.18 -0.63 0.38 1.265
N 2.26 1.68 0.96 -0.559
O 3.17 1.66 1.78 -0.031
O 2.09 2.65 0.21 0.017
O 1.46 0.69 0.86 -0.153
N 1.11 -2.73 1.26 -0.523
O 0.92 -2.46 0.05 -0.055
O 1.40 -3.85 1.63 0.073
O 0.72 -1.77 1.96 -0.059
N -2.67 -1.64 0.26 -0.500
O -1.94 -1.54 1.29 -0.078
O -3.68 -2.27 0.12 0.101
O -1.97 -1.12 -0.66 -0.075
N 0.94 0.45 -2.67 -0.558
O 1.29 -0.17 -3.67 -0.027
O 0.51 -0.19 -1.65 -0.141
O 1.00 1.68 -2.61 0.011
N -1.62 2.42 0.11 -0.551
O -1.24 1.27 0.60 -0.164
O -0.87 2.97 -0.67 0.032
O -2.70 2.90 0.46 -0.025
```

Properties
2S+1: 3
net charge: -2
HOMO (alpha / beta): -3.10 / -3.08 eV
lowest unoccupied orbital energy (alpha / beta): 4.77 / 4.86 eV
Kohn-Sham gap (alpha / beta): 7.9 / 7.9 eV

# 2
The following is a quantum chemistry calculation of a cluster of 17 separate species, H34O17 in total, from the Open Molecules 2025 dataset.

Geometry as XYZ:
```
51
Properties=species:S:1:pos:R:3:lowdin_charge:R:1
O 1.18 1.54 -2.75 -0.049
H 1.97 1.15 -3.10 0.056
H 0.43 0.95 -2.94 0.018
O 0.19 2.68 -0.42 -0.056
H 0.37 2.51 -1.34 0.034
H 0.67 3.50 -0.23 0.090
O 2.44 0.07 2.03 -0.024
H 2.31 -0.81 2.41 0.043
H 3.13 0.00 1.41 0.031
O -0.51 -0.65 -3.23 -0.056
H -0.79 -1.24 -3.97 0.111
H -1.16 -0.88 -2.58 -0.017
O 3.08 2.54 0.22 -0.041
H 2.42 1.86 0.04 -0.014
H 2.55 3.25 0.60 0.030
O -0.54 -1.05 2.44 -0.027
H -0.85 -1.86 2.84 0.077
H 0.25 -0.75 2.89 0.041
O 0.75 -2.51 -1.92 -0.039
H 0.43 -1.75 -2.38 -0.036
H 1.46 -2.85 -2.46 0.069
O -2.12 1.41 1.80 -0.030
H -2.27 1.13 0.92 -0.040
H -1.20 1.29 1.96 -0.040
O 0.64 1.89 2.74 -0.075
H 0.10 1.49 3.47 0.065
H 1.42 1.37 2.48 -0.009
O 2.88 -0.23 -1.05 -0.031
H 3.13 -1.14 -0.92 0.039
H 1.95 -0.17 -1.02 -0.034
O -2.37 1.22 -0.93 0.003
H -1.62 0.72 -0.83 -0.059
H -2.17 1.98 -1.44 0.043
O 0.05 0.07 -0.25 -0.034
H -0.11 -0.46 0.55 0.043
H 0.13 0.97 0.01 -0.013
O -3.00 -1.24 1.06 -0.064
H -2.16 -0.98 1.42 -0.033
H -3.67 -1.05 1.79 0.111
O 1.92 -2.97 1.32 -0.043
H 1.78 -3.79 1.79 0.050
H 1.09 -2.54 1.53 -0.012
O -1.72 4.42 0.27 -0.066
H -1.26 3.61 -0.04 -0.021
H -2.59 4.29 -0.09 0.016
O -0.65 -3.54 0.17 -0.043
H 0.04 -3.23 -0.42 -0.021
H -0.34 -4.42 0.26 0.020
O -2.26 -1.84 -1.60 -0.020
H -3.10 -2.20 -1.84 0.066
H -2.30 -1.78 -0.66 -0.009
```

Properties
2S+1: 1
HOMO: -10.09 eV
lowest unoccupied orbital energy: -0.26 eV
Kohn-Sham gap: 9.8 eV

# 3
The following is a quantum chemistry calculation of a structure of composition C36H64Ge2N3O6W, from the Open Molecules 2025 dataset.

Geometry as XYZ:
```
112
Properties=species:S:1:pos:R:3:lowdin_charge:R:1
W -0.36 -0.17 -0.78 1.675
C 0.49 3.30 2.11 -0.015
C 1.40 3.41 0.90 -0.675
C 2.83 3.04 1.28 -0.029
C 1.38 4.83 0.33 -0.061
O 0.97 2.46 -0.11 -0.388
Ge -0.27 2.83 -1.43 1.121
O -1.49 1.49 -0.60 -0.504
C -2.95 1.75 -0.45 -0.598
C -3.65 0.53 0.17 -0.019
C -3.50 2.09 -1.83 -0.031
C -3.08 2.94 0.48 -0.029
O 0.35 1.06 -2.23 -0.495
C 1.00 1.04 -3.55 -0.622
C 0.24 2.00 -4.46 -0.047
C 2.44 1.49 -3.36 -0.009
C 0.93 -0.36 -4.15 -0.023
H 0.90 3.88 2.94 0.101
H -0.49 3.69 1.90 0.073
H 0.41 2.26 2.43 0.081
H 3.26 3.83 1.91 0.097
H 2.86 2.13 1.87 0.075
H 3.45 2.93 0.40 0.089
H 1.74 5.53 1.08 0.100
H 2.02 4.91 -0.55 0.091
H 0.37 5.14 0.06 0.064
H -2.95 -0.31 0.33 0.047
H -4.09 0.78 1.13 0.088
H -4.44 0.17 -0.48 0.078
H -3.44 1.24 -2.50 0.073
H -4.55 2.36 -1.73 0.107
H -2.99 2.94 -2.28 0.069
H -2.67 2.70 1.46 0.076
H -2.57 3.83 0.09 0.078
H -4.13 3.20 0.60 0.107
H 0.26 3.03 -4.09 0.052
H 0.71 2.01 -5.45 0.103
H -0.80 1.69 -4.58 0.099
H 2.49 2.50 -2.95 0.092
H 2.98 0.82 -2.70 0.069
H 2.97 1.49 -4.32 0.106
H -0.06 -0.80 -4.00 0.074
H 1.13 -0.31 -5.21 0.106
H 1.70 -1.01 -3.73 0.066
N 3.78 -4.07 1.49 0.245
C 2.74 -2.95 1.61 -0.237
C 3.42 -1.59 1.44 -0.069
C 3.29 -0.95 0.05 -0.311
N 2.14 -0.03 -0.02 0.039
C 3.15 -2.01 -1.03 -0.097
C 1.90 -2.85 -0.84 -0.303
N 0.70 -2.16 -1.36 -0.035
C 1.62 -3.21 0.63 -0.081
H 4.51 -3.96 2.20 0.179
H 4.23 -4.10 0.57 0.164
H 3.32 -4.98 1.65 0.175
H 2.38 -3.08 2.63 0.138
H 4.47 -1.66 1.72 0.131
H 2.96 -0.93 2.18 0.111
H 4.21 -0.38 -0.14 0.153
H 2.35 0.77 -0.62 0.060
H 1.98 0.39 0.89 0.058
H 4.04 -2.64 -1.05 0.124
H 3.12 -1.55 -2.02 0.111
H 2.02 -3.78 -1.42 0.154
H -0.08 -2.82 -1.28 0.018
H 0.80 -2.02 -2.37 0.067
H 1.26 -4.24 0.72 0.129
H 0.78 -2.61 0.96 0.097
O -1.99 -2.47 1.80 -0.001
C -1.17 -2.01 2.88 -0.322
C -0.13 -1.05 2.29 -0.495
O 0.89 -0.71 2.88 0.088
O -0.45 -0.52 1.13 -0.211
C -2.03 -1.25 3.89 -0.144
C -2.38 0.07 3.64 -0.020
C -3.23 0.74 4.50 -0.055
C -3.74 0.09 5.62 -0.059
C -3.39 -1.22 5.87 -0.049
C -2.53 -1.90 5.01 -0.010
C -0.39 -3.16 3.51 -0.170
C 0.49 -2.93 4.57 -0.038
C 1.25 -3.97 5.09 -0.066
C 1.13 -5.26 4.57 -0.086
C 0.23 -5.50 3.54 -0.074
C -0.53 -4.46 3.02 -0.031
H -2.88 -2.60 2.14 0.129
H -2.00 0.58 2.76 0.102
H -3.49 1.77 4.30 0.109
H -4.40 0.62 6.29 0.114
H -3.78 -1.73 6.74 0.114
H -2.26 -2.92 5.22 0.124
H 0.59 -1.94 4.98 0.130
H 1.92 -3.78 5.91 0.113
H 1.70 -6.07 5.00 0.107
H 0.09 -6.50 3.17 0.109
H -1.23 -4.65 2.22 0.108
C -4.39 -2.52 -1.46 -0.201
Ge -2.56 -2.73 -2.10 0.774
C -2.52 -3.15 -4.01 -0.208
C -1.76 -4.24 -1.12 -0.209
C -1.64 -1.00 -1.86 -0.414
H -4.96 -3.42 -1.70 0.032
H -4.89 -1.68 -1.94 0.023
H -4.43 -2.37 -0.39 0.014
H -3.26 -3.93 -4.23 0.029
H -1.55 -3.52 -4.32 0.018
H -2.76 -2.29 -4.62 0.023
H -2.52 -5.02 -1.10 0.040
H -1.51 -4.00 -0.09 -0.010
H -0.89 -4.68 -1.62 0.026
H -2.13 -0.25 -2.49 0.010
```

Properties
2S+1: 2
net charge: +2
HOMO (alpha / beta): -12.76 / -13.18 eV
lowest unoccupied orbital energy (alpha / beta): -5.22 / -5.06 eV
Kohn-Sham gap (alpha / beta): 7.5 / 8.1 eV

The calculation returns the following relative energy (zero: lowest compared OMol25 entry of this formula, charge and spin) values, one per record and in order: 131.6 160.5 0.0 kJ/mol.
The calculation returns the following F_max values, one per record and in order: 3.7 3.7 1.4 eV Å⁻¹.